{"formula": "C2H12N3SSn", "method": "ωB97M-V/def2-TZVPD", "total_charge": 1, "gap_ev": 7.57, "relative_energy_kcal_mol": 0.0, "homo_energy_ev": -11.91, "species": ["Sn", "S", "N", "N", "N", "C", "C", "H", "H", "H", "H", "H", "H", "H", "H", "H", "H", "H", "H"], "positions_angstrom": [[-0.607953, 1.897251, -0.466155], [-0.032845, -0.543522, 0.449743], [0.784579, -2.923157, -0.663902], [-1.640914, 2.177734, 1.812640], [1.400693, -2.436177, 1.501148], [0.799069, -2.070471, 0.350951], [0.175598, 0.808761, -2.141388], [1.366117, -1.725106, 2.212091], [1.106318, -3.874534, -0.605385], [0.339478, -2.628755, -1.530009], [-1.101714, 1.836293, 2.610811], [-2.592136, 1.812995, 1.848594], [0.134767, 1.633854, -2.854628], [1.199351, 0.473439, -2.033632], [-1.775441, 2.859256, -1.275613], [1.755017, -3.339218, 1.717679], [-0.462012, 0.000725, -2.476999], [0.813106, 2.846143, -0.269620], [-1.661077, 3.194488, 1.813675]], "atomic_forces_ev_per_a": [[1.3, 0.7, -1.4], [0.1, -1.9, 1.2], [-0.6, 0.8, -0.8], [0.5, -0.4, -1.1], [-0.5, 1.1, -0.7], [-0.1, 0.1, 1.4], [-0.6, 0.7, -0.6], [0.1, -0.3, 0.2], [0.2, 0.0, 0.1], [0.2, -0.2, 0.4], [-0.2, 0.1, -0.3], [0.2, 0.1, 0.1], [0.1, -0.1, -0.5], [0.1, 0.1, 0.4], [-0.5, -0.1, 0.7], [0.3, -0.6, -0.1], [-0.1, 0.0, 0.0], [-0.4, 0.0, 0.8], [-0.1, -0.1, 0.3]]}



{"formula": "C2HO4", "method": "ωB97M-V/def2-TZVPD", "total_charge": -1, "gap_ev": 9.66, "smiles": "O=COC(=O)[O-]", "relative_energy_kcal_mol": 4.7, "homo_energy_ev": -5.38, "species": ["O", "O", "O", "O", "C", "C", "H"], "positions_angstrom": [[-2.130458, 0.664400, 0.191650], [1.500692, -1.771185, -0.656864], [-0.172067, -0.325088, -0.753149], [-0.216600, 1.837143, 0.330283], [0.838161, -0.859239, -0.205205], [-0.987534, 0.963697, 0.099968], [1.167806, -0.509728, 0.993317]], "atomic_forces_ev_per_a": [[-1.0, -0.7, 0.0], [0.4, -0.2, -0.3], [-0.5, 0.7, 0.2], [1.1, 0.6, 0.2], [1.0, -0.1, 3.1], [0.1, 0.0, -0.2], [-1.1, -0.3, -2.9]]}



{"formula": "C9H10O2S", "method": "ωB97M-V/def2-TZVPD", "gap_ev": 9.24, "smiles": "COC(=O)CSc1ccccc1", "relative_energy_kcal_mol": 43.6, "homo_energy_ev": -8.55, "species": ["S", "O", "O", "C", "C", "C", "C", "C", "C", "C", "C", "C", "H", "H", "H", "H", "H", "H", "H", "H", "H", "H"], "positions_angstrom": [[1.858586, 0.820108, 0.552432], [1.078943, -0.377223, 3.730032], [-0.107397, -1.476034, 1.964423], [-0.473949, 0.097182, -1.040601], [-1.226835, 1.174692, -2.995543], [-0.036020, -2.781530, 2.557675], [1.216720, 1.437744, -2.190638], [0.567990, -0.443370, 2.609564], [0.796662, 0.729674, -0.973226], [0.399758, 0.836864, 1.760706], [0.127238, 1.734180, -3.069906], [-1.555110, 0.313324, -1.992257], [0.855737, -3.376883, 2.126701], [-0.785735, -0.502738, -0.212717], [-1.154068, -3.171898, 2.277588], [0.733826, 2.083799, -3.970879], [2.240738, 1.773316, -2.280017], [-1.750832, 1.386773, -3.907559], [-0.481016, 0.760015, 1.040461], [-2.407267, -0.317348, -2.094575], [0.217524, 1.912379, 2.445717], [-0.115493, -2.613026, 3.662618]], "atomic_forces_ev_per_a": [[-2.1, -0.1, -0.6], [-1.1, -1.5, -2.7], [1.9, 1.2, 1.0], [-0.7, 0.6, 0.4], [3.1, 1.5, -1.3], [-2.7, -0.5, -0.1], [-3.7, -0.9, 2.4], [-0.9, 1.8, 1.3], [-0.4, 0.5, -1.6], [-0.8, 1.8, 0.2], [3.2, -1.4, -0.4], [3.5, 0.3, 0.1], [-1.7, 0.9, 1.0], [0.2, -0.5, 0.4], [3.1, 0.1, 0.4], [-2.4, 0.3, 0.4], [-0.2, 0.2, -0.3], [-0.9, -0.1, 0.1], [1.2, 0.2, 1.5], [-0.6, -0.2, 0.6], [1.1, -3.4, -1.9], [0.9, -0.7, -0.9]]}



{"formula": "C4H8N2O3", "method": "ωB97M-V/def2-TZVPD", "gap_ev": 8.49, "relative_energy_kcal_mol": 65.5, "homo_energy_ev": -7.85, "species": ["O", "O", "O", "N", "N", "C", "C", "C", "C", "H", "H", "H", "H", "H", "H", "H", "H"], "positions_angstrom": [[0.295294, -0.356004, -1.566539], [0.542988, -2.213128, 0.168974], [-1.499104, -0.073717, 1.370846], [-1.967532, -0.129401, -1.407327], [2.169906, -0.592818, -0.010139], [-0.751100, 0.059964, -0.897096], [-0.475794, 0.287430, 0.482201], [0.301763, 1.493343, 0.927786], [0.897597, -1.092925, -0.112507], [2.413655, 0.122575, -0.676460], [0.917810, 1.889064, 0.121275], [-0.394361, 2.276593, 1.243391], [2.872961, -1.293861, 0.169964], [0.951255, 1.246408, 1.769439], [-2.770494, 0.081968, -0.836485], [-2.084481, -0.674000, -2.247146], [-1.420361, -1.031489, 1.499821]], "atomic_forces_ev_per_a": [[-0.9, 0.5, -0.1], [0.0, 0.3, -0.4], [0.2, 0.0, -0.2], [0.3, 0.3, 0.1], [0.2, 0.2, 0.0], [0.1, -1.4, -0.8], [1.2, -0.5, 0.2], [-0.2, 0.1, 0.0], [-1.0, 0.6, 1.3], [0.0, -0.1, 0.1], [0.0, 0.0, 0.0], [0.1, 0.0, 0.0], [-0.1, 0.0, -0.1], [0.0, 0.0, 0.0], [0.1, 0.0, 0.0], [0.1, 0.1, 0.1], [0.0, 0.0, 0.0]]}